{
  "formula": "C5H10NOP",
  "method": "ωB97M-V with the def2-TZVPD basis set",
  "species": ["H", "C", "H", "N", "P", "C", "H", "O", "H", "H", "H", "H", "C", "C", "H", "H", "H", "C"],
  "coordinates": [[-0.769, -2.390, 0.821], [-0.382, -0.573, -0.016], [-1.713, -2.203, -0.543], [1.171, 2.529, -0.671], [-1.384, 0.923, -0.630], [1.016, 3.383, 0.117], [-2.277, -1.677, 0.947], [0.889, 4.198, 0.939], [0.018, -1.213, -2.078], [1.115, -1.781, -0.753], [0.853, -0.816, 1.813], [-0.257, 0.543, 1.664], [0.510, -0.957, -1.136], [0.427, -0.106, 1.124], [-0.498, 1.458, -1.625], [1.322, -0.118, -1.237], [1.309, 0.555, 0.939], [-1.351, -1.754, 0.324]],
  "forces_ev_per_a": [[2.393, -2.995, 1.913], [-1.732, 0.396, -1.588], [-0.313, -0.822, -1.749], [-0.520, -3.288, -2.602], [1.647, 0.766, 0.563], [-0.567, 0.789, 1.340], [0.863, 0.984, -0.203], [-0.148, 1.820, 1.473], [0.214, 0.035, 0.123], [-0.066, -0.521, -0.424], [-0.446, -1.015, 0.139], [0.190, 0.109, 1.043], [2.819, 0.751, -0.416], [0.779, 2.253, 1.749], [-0.371, -0.661, -0.116], [-1.740, -1.319, -0.364], [-0.942, -0.424, -0.769], [-2.061, 3.142, -0.114]],
  "mulliken_charge": [0.458, 1.324, 0.464, -0.641, 0.181, 0.574, 0.370, -0.510, 0.424, 0.420, 0.388, 0.434, -1.546, -1.671, 0.189, 0.391, 0.374, -1.623],
  "charge": 0,
  "relative_energy_kj_mol": 436.11,
  "orbital_gap_ha": [0.2123, 0.2122],
  "e_lumo_ev": [-3.24, -3.24]
}


{
  "formula": "C5H10NOPS",
  "method": "ωB97M-V with the def2-TZVPD basis set",
  "species": ["H", "H", "H", "C", "C", "P", "H", "C", "H", "H", "H", "O", "S", "H", "H", "H", "N", "C", "C"],
  "coordinates": [[-0.684, -1.089, 0.998], [2.185, 2.224, 1.854], [-1.368, -1.805, -1.194], [-1.850, 1.380, 0.381], [0.115, -1.396, 0.223], [0.571, 0.116, -0.659], [-0.671, -3.409, -0.591], [1.497, 1.239, 0.340], [-2.816, 1.980, 0.445], [1.247, 0.788, 2.447], [0.243, -2.422, -1.707], [-1.004, 1.244, 1.291], [1.291, -0.069, -2.518], [-1.999, 1.143, -1.696], [2.302, 1.758, -0.144], [1.067, -1.743, 0.615], [-1.452, 1.182, -0.878], [-0.412, -2.401, -0.843], [1.738, 1.280, 1.638]],
  "forces_ev_per_a": [[1.629, -0.720, -0.995], [1.320, 0.036, 0.865], [1.441, -1.747, 0.226], [1.293, 1.951, -0.422], [-1.294, -0.397, 0.059], [-1.689, 1.211, -2.588], [-0.114, -0.302, 0.807], [1.284, -0.841, -0.099], [0.596, -1.022, 0.541], [-0.390, -0.518, 0.164], [0.159, -0.036, 0.000], [-2.344, -0.376, -0.234], [-0.641, 0.198, 2.013], [-0.883, 0.006, -0.827], [-0.460, 0.702, -1.222], [0.034, 0.067, 0.651], [3.424, -2.130, 1.722], [-2.080, 2.933, -0.813], [-1.284, 0.986, 0.153]],
  "mulliken_charge": [0.326, 0.303, 0.247, 0.087, -0.410, 0.471, 0.340, -0.215, 0.336, 0.321, 0.303, -0.558, -0.388, 0.145, 0.364, 0.447, -0.361, -1.096, -0.660],
  "charge": 0,
  "relative_energy_kj_mol": 218.57,
  "orbital_gap_ha": 0.3122,
  "e_lumo_ev": -0.54
}


{
  "formula": "C5H10NOS",
  "method": "ωB97M-V with the def2-TZVPD basis set",
  "species": ["H", "H", "C", "C", "H", "H", "C", "H", "N", "H", "H", "O", "H", "H", "C", "S", "H", "C"],
  "coordinates": [[-1.790, 0.255, -1.773], [0.528, 0.206, 1.971], [0.679, 0.669, 0.003], [-0.299, 0.469, 1.281], [-0.790, -0.699, 0.795], [-2.379, 0.330, -0.167], [2.190, 0.678, 0.227], [1.163, -1.207, -0.702], [0.413, -0.523, -0.907], [2.321, 1.428, 1.068], [-0.798, -2.172, -0.482], [-1.267, 1.177, 1.651], [2.550, 1.233, -0.631], [-2.911, -0.991, -1.093], [-2.027, -0.390, -0.926], [3.053, -0.883, 0.558], [0.193, 1.502, -0.499], [-0.827, -1.084, -0.374]],
  "forces_ev_per_a": [[0.080, -0.460, -0.229], [-1.033, -1.161, 1.268], [-2.258, -2.260, -2.052], [2.814, 3.442, 1.041], [-0.589, -2.317, -1.286], [0.106, -0.008, -0.030], [-0.417, 2.139, 1.559], [-0.040, 0.514, 0.027], [-0.837, -0.033, 1.544], [0.175, -0.732, -0.503], [-0.325, 0.053, 0.415], [1.029, -1.022, -0.932], [0.496, -0.140, -0.371], [0.035, -0.488, -0.399], [-1.076, 1.155, 0.811], [-0.295, 0.138, -0.023], [0.728, 0.755, -0.161], [1.409, 0.424, -0.678]],
  "mulliken_charge": [0.330, 0.381, -0.081, 0.000, -0.086, 0.307, -0.930, 0.236, -0.540, 0.315, 0.506, -0.640, 0.319, 0.348, -1.330, -0.586, 0.284, 0.168],
  "charge": -1,
  "relative_energy_kj_mol": 329.97,
  "orbital_gap_ha": 0.2466,
  "e_lumo_ev": 3.74
}


{
  "formula": "C5H10NOS",
  "method": "ωB97M-V with the def2-TZVPD basis set",
  "species": ["C", "H", "H", "C", "H", "N", "H", "O", "H", "C", "C", "C", "H", "S", "H", "H", "H", "H"],
  "coordinates": [[1.349, -0.060, -0.499], [1.288, -0.576, -1.448], [-0.011, 3.118, -0.778], [0.227, -0.276, 0.455], [-0.508, 1.402, -1.150], [-0.921, -0.950, -0.076], [1.701, -1.968, 0.549], [-1.617, 0.046, -0.799], [-0.002, 0.578, 1.110], [-1.762, -1.445, 1.000], [1.571, -0.908, 0.717], [0.259, 2.217, -1.322], [-2.063, -0.659, 1.717], [1.874, 1.641, -0.716], [2.163, -0.506, 1.528], [-1.225, -2.232, 1.543], [0.344, 2.440, -2.384], [-2.665, -1.862, 0.553]],
  "forces_ev_per_a": [[0.048, 0.552, -0.196], [-0.246, -0.188, 0.137], [-0.083, 0.103, -0.005], [-0.034, -0.158, -0.051], [0.328, 0.410, -0.048], [0.129, 0.086, 0.143], [-0.031, -0.072, -0.071], [-0.282, -0.428, 0.217], [-0.001, -0.052, -0.221], [0.173, -0.016, -0.156], [0.066, -0.156, 0.165], [0.032, 0.004, -0.072], [0.015, 0.097, -0.103], [0.039, -0.267, 0.206], [-0.013, 0.052, 0.077], [-0.042, -0.013, 0.029], [-0.077, 0.066, -0.079], [-0.020, -0.020, 0.029]],
  "mulliken_charge": [-0.182, 0.233, 0.245, -0.361, 0.116, -0.060, 0.274, -0.882, 0.433, -0.944, -0.661, -0.446, 0.340, -0.211, 0.239, 0.312, 0.290, 0.266],
  "charge": -1,
  "relative_energy_kj_mol": 392.78,
  "orbital_gap_ha": 0.2088,
  "smiles": "CS[C@H]1C[C@@H]1N(C)[O-]",
  "e_lumo_ev": 3.50
}